Version a
A cluster of 2 separate species, C3H8O3 in total, computed with the ωB97M-V functional and the def2-TZVPD basis.

```
14
Properties=species:S:1:pos:R:3
C 1.695 -0.272 0.107
C 0.324 0.347 -1.674
C -1.252 -0.723 0.752
O 1.326 -0.329 -1.155
O 1.569 0.884 0.820
O -1.217 0.679 0.989
H 0.614 1.067 0.956
H -2.093 1.063 0.812
H -0.126 -1.053 0.922
H 2.621 -0.801 0.290
H -0.002 1.282 -1.248
H 0.043 0.047 -2.667
H -1.497 -0.986 -0.283
H -2.005 -1.205 1.380
```

Output
* multiplicity: 1
* LUMO (spin up / spin down): 0.652 / 0.602 eV
* charge: 0
* molar mass: 92.1 g/mol

=====

Version b
The molecule C3H8O3, computed with the ωB97M-V functional and the def2-TZVPD basis.

```
14
Properties=species:S:1:pos:R:3
O 1.831 1.418 -0.069
C 1.189 0.159 -0.302
C -0.350 0.221 -0.484
O -0.921 1.183 0.408
C -0.955 -1.171 -0.166
O -0.876 -1.453 1.213
H 1.433 1.939 0.637
H 1.610 -0.176 -1.262
H 1.430 -0.566 0.500
H -0.605 0.489 -1.528
H -0.236 1.828 0.619
H -1.992 -1.286 -0.531
H -0.354 -1.932 -0.684
H -1.203 -0.653 1.650
```

Output
* multiplicity: 1
* LUMO: 0.537 eV
* charge: 0
* molar mass: 92.1 g/mol
* SMILES string: OCC(O)CO

=====

Most stable structure: version b

=====

Version a
A cluster of 2 separate species, C3H8O3 in total, computed with the ωB97M-V functional and the def2-TZVPD basis.

```
14
Properties=species:S:1:pos:R:3
C 0.269 -0.671 0.604
C -0.486 -0.679 -0.762
C -1.859 -0.197 -0.399
O -2.281 0.915 -0.620
O -2.554 -1.112 0.278
H -0.330 -0.948 1.468
H 0.811 0.259 0.740
H 0.893 -1.585 0.504
H -0.005 0.134 -1.344
H -0.405 -1.574 -1.350
H -3.290 -0.780 0.784
O 3.240 2.010 0.352
H 2.549 2.667 0.221
H 3.446 1.561 -0.477
```

Output
* multiplicity: 1
* LUMO: 0.655 eV
* charge: 0
* molar mass: 92.1 g/mol
* SMILES string: CCC(=O)O.O

=====

Version b
A cluster of 2 separate species, C3H8O3 in total, computed with the ωB97M-V functional and the def2-TZVPD basis.

```
14
Properties=species:S:1:pos:R:3
C 1.546 0.019 -1.557
C 0.528 1.127 -1.384
O -0.034 1.365 -0.363
O 0.293 1.771 -2.543
H 1.567 -0.617 -0.616
H 1.380 -0.759 -2.365
H 2.563 0.489 -1.712
H -0.451 2.434 -2.386
C -1.413 -1.096 2.486
O -0.602 -1.182 1.272
H -1.355 -2.058 3.069
H -1.133 -0.194 3.028
H -2.463 -1.031 2.095
H -0.427 -0.268 0.976
```

Output
* multiplicity: 1
* LUMO: 0.640 eV
* charge: 0
* molar mass: 92.1 g/mol
* SMILES string: CC(=O)O.CO

=====

Most stable structure: version a

=====

Version a
The molecule C4H5F3O, computed with the ωB97M-V functional and the def2-TZVPD basis.

```
13
Properties=species:S:1:pos:R:3
F -3.006 -1.105 0.096
C -1.781 -0.578 0.267
C -1.483 0.582 -0.308
O -0.259 1.137 -0.382
C 0.811 0.616 0.389
C 1.616 -0.311 -0.406
F 2.624 -0.747 0.434
F 0.893 -1.435 -0.735
H -1.033 -1.197 0.878
H -2.168 1.207 -0.831
H 0.411 0.183 1.307
H 1.438 1.470 0.620
H 1.939 0.179 -1.328
```

Output
* multiplicity: 1
* LUMO: 0.905 eV
* charge: 0
* molar mass: 126.1 g/mol
* SMILES string: F/C=C/OCC(F)F

=====

Version b
A cluster of 2 separate species, C4H5F3O in total, computed with the ωB97M-V functional and the def2-TZVPD basis.

```
13
Properties=species:S:1:pos:R:3
C 1.748 0.814 -0.089
C 0.973 -0.424 -0.404
F 1.484 -1.576 0.160
C -0.169 -0.434 -1.058
F -0.787 -1.554 -1.335
F -0.684 0.653 -1.644
H 1.736 1.615 -0.882
H 1.238 1.290 0.821
H 2.757 0.582 0.379
C -2.115 -0.275 0.970
O -1.221 0.410 1.395
H -1.909 -1.369 1.022
H -3.050 0.269 0.665
```

Output
* multiplicity: 1
* LUMO: 0.707 eV
* charge: 0
* molar mass: 126.1 g/mol
* SMILES string: CC(F)=C(F)F.C=O

=====

Version c
A cluster of 2 separate species, C4H5F3O in total, computed with the ωB97M-V functional and the def2-TZVPD basis.

```
13
Properties=species:S:1:pos:R:3
C 1.039 1.228 0.141
C 1.258 0.007 0.685
C -1.267 -0.805 0.504
C 0.937 -1.218 0.056
O -1.392 0.505 0.517
F 1.339 -0.080 1.991
F 1.303 -2.364 0.591
F 1.106 -1.441 -1.330
H 1.037 2.133 0.702
H 0.933 1.251 -0.932
H -1.323 -1.272 1.502
H -1.346 -1.390 -0.476
H -1.559 0.749 1.431
```

Output
* multiplicity: 1
* LUMO: 0.528 eV
* charge: 0
* molar mass: 126.1 g/mol

=====

Most stable structure: version a

=====

Version a
The molecule C3H2Cl2F2, computed with the ωB97M-V functional and the def2-TZVPD basis.

```
9
Properties=species:S:1:pos:R:3
C 0.517 1.925 0.215
C 0.705 0.568 0.187
Cl 2.199 -0.192 -0.187
C -0.473 -0.385 0.119
F -0.302 -1.329 -0.792
F -0.577 -0.990 1.340
Cl -2.047 0.386 -0.316
H 1.322 2.649 -0.050
H -0.490 2.283 0.533
```

Output
* multiplicity: 1
* LUMO: 0.414 eV
* charge: 0
* molar mass: 147.0 g/mol
* SMILES string: C=C(Cl)C(F)(F)Cl

=====

Version b
A cluster of 2 separate species, C3H2Cl2F2 in total, computed with the ωB97M-V functional and the def2-TZVPD basis.

```
9
Properties=species:S:1:pos:R:3
C 1.750 0.309 0.690
C 1.137 -0.037 -0.407
C -1.390 0.038 -0.582
F 3.101 0.413 0.796
F 1.575 -0.292 -1.624
Cl -1.865 -1.223 0.461
Cl -1.814 1.613 -0.137
H 1.244 0.509 1.619
H -1.422 -0.190 -1.637
```

Output
* multiplicity: 1
* LUMO (spin up / spin down): -0.785 / -0.710 eV
* charge: 0
* molar mass: 147.0 g/mol

=====

Most stable structure: version a

=====

Version a
A cluster of 2 separate species, CH2FO4S in total, computed with the ωB97M-V functional and the def2-TZVPD basis.

```
9
Properties=species:S:1:pos:R:3
C 0.292 -1.207 -0.061
O 2.003 0.666 -0.876
O 1.370 0.460 1.587
O -0.215 1.315 -0.190
O 0.468 -1.930 -0.994
F -2.710 0.827 -0.369
S 0.964 0.476 0.169
H -0.409 -1.605 0.798
H -1.764 0.998 -0.063
```

Output
* multiplicity: 1
* LUMO: 3.971 eV
* charge: -1
* molar mass: 129.1 g/mol

=====

Version b
A structure of composition CH2FO4S, computed with the ωB97M-V functional and the def2-TZVPD basis.

```
9
Properties=species:S:1:pos:R:3
C 0.187 -0.955 0.523
O 2.074 0.054 -0.427
O 1.096 1.390 1.414
O 0.136 1.467 -0.786
O 0.385 -1.675 1.463
F -0.374 -1.599 -0.564
S 0.909 0.690 0.168
H -1.887 0.384 -0.638
H -2.526 0.244 -1.153
```

Output
* multiplicity: 1
* LUMO: 4.184 eV
* charge: -1
* molar mass: 129.1 g/mol

=====

Most stable structure: version a

=====

Version a
The molecule C2H3N2OP, computed with the ωB97M-V functional and the def2-TZVPD basis.

```
9
Properties=species:S:1:pos:R:3
O 0.912 -0.338 1.546
C 0.274 -1.359 1.482
N -0.616 -1.697 0.400
N -0.696 -0.716 -0.352
C -0.179 0.285 -0.696
P -0.586 1.988 -1.207
H 0.446 -2.302 2.031
H -0.310 1.594 -2.521
H 0.753 2.545 -0.683
```

Output
* multiplicity: 1
* LUMO (spin up / spin down): -0.117 / -0.117 eV
* charge: 0
* molar mass: 102.0 g/mol
* SMILES string: O=C/N=N\C#[PH2]

=====

Version b
The molecule C2H3N2OP, computed with the ωB97M-V functional and the def2-TZVPD basis.

```
9
Properties=species:S:1:pos:R:3
C -1.435 -0.950 -0.349
C 0.505 0.444 -0.239
N -2.111 0.042 0.055
N -2.162 1.147 0.253
O 0.050 -0.729 -0.402
P 2.292 0.741 -0.359
H -1.910 -1.881 -0.193
H 2.751 -0.284 0.373
H 2.018 1.471 0.862
```

Output
* multiplicity: 1
* LUMO (spin up / spin down): 0.043 / 0.042 eV
* charge: 0
* molar mass: 102.0 g/mol

=====

Version c
A structure of composition C2H3N2OP, computed with the ωB97M-V functional and the def2-TZVPD basis.

```
9
Properties=species:S:1:pos:R:3
C 0.485 0.108 1.087
C 0.547 -0.617 -0.251
N -0.404 0.961 1.123
N -1.012 0.836 -0.618
O 0.221 0.511 -1.096
P -2.282 0.504 -1.488
H 1.204 -0.178 1.821
H 1.552 -0.880 -0.577
H -0.310 -1.245 -0.002
```

Output
* multiplicity: 1
* LUMO (spin up / spin down): -0.496 / -0.497 eV
* charge: 0
* molar mass: 102.0 g/mol

=====

Most stable structure: version a